Record 1
26
Properties=species:S:1:pos:R:3:forces:R:3:mulliken_charge:R:1 method="wB97M-V/def2-TZVPD" lumo_energy_ev=2.8 energy_ev=-39753.6411 total_charge=-1 homo_lumo_gap_ev=3.208 max_force_ha_per_bohr=0.1209 homo_energy_ev=-0.40
C 1.285 0.781 -1.520 3.93 -2.19 0.66 -1.57
Ca -1.004 -0.221 -1.695 -0.17 -0.33 0.09 -1.44
N -2.144 -2.690 -1.825 -1.23 1.23 5.97 -0.54
N -0.470 -0.468 -3.999 -1.43 0.19 -0.28 0.33
H -3.163 -2.611 -1.580 1.30 -0.19 -0.84 0.27
H 1.853 -0.475 -1.474 -2.92 1.16 -0.30 0.16
H 1.788 0.948 -0.560 0.32 0.41 0.01 0.43
H 0.856 1.796 -1.675 -1.83 -0.23 -0.49 0.27
H 2.062 0.805 -2.289 0.47 1.02 -0.05 0.55
H -1.281 -0.243 -4.618 0.87 -0.14 0.47 0.14
H -0.052 -1.339 -4.279 0.30 -0.57 -0.27 0.27
H 0.221 0.258 -4.070 0.45 0.60 -0.44 0.25
H -1.951 -2.989 -2.690 0.44 -1.64 -3.98 0.23
H -1.727 -3.326 -1.092 -0.39 0.99 -1.22 0.20
S -0.543 -1.252 0.665 -0.38 -1.38 0.02 -0.46
C -0.078 -0.166 1.899 0.46 1.00 1.16 0.69
C 1.232 -0.165 2.461 -0.65 0.60 -0.31 -0.68
C 1.625 0.861 3.322 0.18 -0.42 0.07 -0.27
C 0.721 1.838 3.723 0.18 0.85 0.55 -0.36
C -0.578 1.827 3.219 -0.32 -0.27 -0.02 -0.29
C -0.997 0.813 2.356 0.96 0.22 0.06 -0.70
H 1.939 -0.926 2.148 -0.09 0.09 -0.04 0.30
H 2.667 0.899 3.673 -0.52 -0.08 -0.05 0.31
H 1.029 2.627 4.450 -0.22 -0.66 -0.77 0.27
H -1.283 2.622 3.484 0.26 -0.32 0.05 0.32
H -2.006 0.795 1.965 0.04 0.04 -0.02 0.34


Record 2
9
Properties=species:S:1:pos:R:3:forces:R:3:mulliken_charge:R:1 method="wB97M-V/def2-TZVPD" lumo_energy_ev=-0.8 energy_ev=-22032.7694 homo_lumo_gap_ev=9.952 max_force_ha_per_bohr=0.0647 smiles="N=[S@](=O)(O)ON=O" homo_energy_ev=-10.78
N 1.858 -0.296 0.489 -1.46 0.84 -2.87 -0.60
N -1.819 0.715 0.371 -1.70 -0.42 -0.72 0.29
O -2.136 0.152 -0.602 -0.16 0.57 0.83 -0.23
O 0.236 0.515 -1.267 0.82 -1.53 -0.53 -0.44
O -0.058 -1.792 -0.401 0.55 1.59 -0.06 -0.51
O -0.621 0.252 0.951 1.06 -0.21 0.44 -0.23
S 0.472 -0.496 -0.063 0.11 -0.98 0.25 1.06
H 1.897 -0.451 1.442 0.36 -0.64 2.47 0.27
H 0.172 1.401 -0.920 0.40 0.77 0.19 0.38


Record 3
14
Properties=species:S:1:pos:R:3:forces:R:3:mulliken_charge:R:1 method="wB97M-V/def2-TZVPD" lumo_energy_ev=-4.7 energy_ev=-6229.7842 total_charge=+1 homo_lumo_gap_ev=10.030 max_force_ha_per_bohr=0.0292 smiles="C=[N+](C)CN" homo_energy_ev=-14.68
C 0.519 0.129 1.078 -0.67 0.39 -0.67 -0.43
N 0.035 -1.024 1.656 0.24 -0.44 -0.14 -0.43
H 1.597 0.258 1.071 0.11 -0.16 0.30 0.21
H 0.015 1.003 1.487 0.21 0.07 0.17 0.41
H -0.882 -1.033 2.071 0.08 0.03 -0.10 0.26
H 0.366 -1.904 1.290 -0.05 0.03 0.31 0.24
C -1.162 0.053 -0.889 -1.36 0.07 0.63 -0.84
C 1.094 0.640 -1.268 -0.16 -0.32 0.35 -0.02
N 0.195 0.261 -0.458 0.44 0.29 0.02 0.13
H -1.310 0.176 -1.953 0.27 -0.18 -0.15 0.28
H -1.818 0.763 -0.384 0.21 0.41 0.01 0.37
H -1.561 -0.886 -0.518 0.40 -0.42 -0.29 0.35
H 2.094 0.805 -0.878 -0.02 0.07 -0.29 0.23
H 0.817 0.757 -2.306 0.31 0.14 -0.16 0.23


Record 4
83
Properties=species:S:1:pos:R:3:forces:R:3:mulliken_charge:R:1 method="wB97M-V/def2-TZVPD" multiplicity=5 lumo_energy_ev="-10.0 / -12.0" s2=6.081 energy_ev=-84750.0117 total_charge=+3 homo_lumo_gap_ev="5.074 / 4.526" max_force_ha_per_bohr=0.0224 homo_energy_ev="-15.07 / -16.51"
Pt -1.384 -0.486 -0.068 -0.70 0.91 -0.08 1.54
C 2.914 1.575 3.515 0.03 -0.03 -0.01 -0.70
C 2.374 0.344 3.153 -0.07 -0.03 -0.02 -0.65
C 1.191 0.290 2.431 0.13 0.23 0.08 -0.59
C 0.547 1.482 2.076 0.13 -0.21 -0.08 1.00
C 1.073 2.719 2.469 -0.03 0.07 0.07 -0.59
C 2.258 2.756 3.186 0.04 0.06 0.05 -0.86
P -1.015 1.384 1.242 -0.07 -0.71 0.16 0.16
C -1.372 2.803 0.249 0.06 0.10 -0.03 1.01
C -2.709 3.052 -0.095 0.00 0.03 0.00 -0.56
C -3.027 4.175 -0.834 -0.06 -0.01 -0.04 -0.83
C -2.020 5.052 -1.229 0.01 0.04 -0.02 -0.65
C -0.689 4.796 -0.910 0.10 0.04 -0.05 -0.98
C -0.354 3.662 -0.188 -0.02 0.00 -0.12 -0.51
C -2.351 1.221 2.457 0.32 0.35 0.11 0.72
C -2.543 2.052 3.563 0.08 0.02 -0.15 -0.47
C -3.664 1.868 4.363 -0.09 -0.03 0.07 -0.96
C -4.609 0.896 4.037 -0.06 0.06 0.16 -0.69
C -4.425 0.068 2.920 -0.24 -0.20 -0.05 0.44
C -5.374 -0.896 2.511 -0.06 -0.10 -0.08 -0.70
C -5.142 -1.712 1.378 -0.24 0.17 0.34 -0.97
C -3.979 -1.593 0.653 0.29 0.27 0.14 -0.72
C -3.006 -0.644 1.044 0.51 -0.36 -0.13 -0.17
C -3.248 0.218 2.154 -0.30 -0.38 -0.22 1.10
H 3.851 1.618 4.061 -0.12 -0.03 -0.03 0.46
H 2.868 -0.576 3.443 -0.01 0.08 -0.05 0.50
H 0.761 -0.665 2.157 -0.01 -0.08 0.00 0.41
H 0.560 3.646 2.238 0.06 -0.09 0.04 0.59
H 2.668 3.711 3.495 -0.03 -0.10 -0.04 0.49
H -3.494 2.370 0.217 0.02 0.07 0.00 0.42
H -4.057 4.376 -1.103 0.07 -0.01 0.04 0.48
H -2.276 5.945 -1.791 0.02 -0.08 0.05 0.46
H 0.086 5.494 -1.213 -0.11 -0.12 0.02 0.50
H 0.681 3.457 0.052 -0.04 0.02 -0.07 0.75
H -1.827 2.832 3.802 -0.06 -0.07 -0.01 0.56
H -3.807 2.493 5.237 -0.02 -0.05 -0.07 0.47
H -5.492 0.765 4.656 0.07 0.06 -0.05 0.48
H -6.307 -0.987 3.062 0.14 -0.06 -0.08 0.48
H -5.893 -2.433 1.073 0.03 0.07 0.08 0.47
H -3.833 -2.223 -0.215 0.09 0.01 -0.05 0.59
F 1.464 0.885 -1.526 -0.55 -0.40 0.63 0.06
C 2.007 1.551 -2.545 -0.03 -0.04 -0.08 0.56
C 3.212 2.147 -2.320 0.17 0.19 -0.13 0.44
F 3.708 2.049 -1.100 0.19 -0.03 0.37 -0.34
C 3.913 2.802 -3.341 0.39 0.18 0.08 0.19
C 3.293 2.800 -4.588 -0.01 0.00 0.04 0.32
C 2.068 2.184 -4.805 -0.05 0.02 -0.10 0.21
F 1.542 2.247 -6.006 -0.06 0.04 -0.25 -0.29
C 1.382 1.534 -3.785 -0.44 -0.17 -0.16 0.30
C 0.118 0.836 -4.041 -0.14 -0.14 0.02 0.17
C -0.868 0.618 -3.030 0.47 0.27 -0.27 0.29
N -1.668 0.451 -2.209 0.36 -0.06 -0.37 -0.64
C -0.160 0.251 -5.295 -0.12 -0.32 -0.42 -0.30
N -0.372 -0.306 -6.294 0.11 0.45 0.75 -0.33
F 3.847 3.404 -5.608 0.16 0.18 -0.31 -0.27
C 5.220 3.433 -3.112 0.08 0.06 0.10 0.45
C 5.704 3.661 -1.796 -0.01 -0.01 0.23 0.04
N 6.082 3.842 -0.716 -0.20 -0.06 -0.58 -0.42
C 6.068 3.832 -4.167 0.30 0.07 -0.43 -0.08
N 6.801 4.140 -5.015 -0.53 -0.20 0.61 -0.34
Te 0.398 -2.460 -0.693 0.16 -0.24 0.51 0.09
C -0.374 -4.247 -1.474 -0.13 0.25 -0.05 0.83
C -1.588 -4.800 -1.090 -0.04 0.07 0.06 -0.09
C -1.944 -6.026 -1.627 -0.14 -0.03 0.07 -0.73
C -1.104 -6.669 -2.525 0.12 -0.04 -0.09 -0.55
C 0.100 -6.090 -2.907 -0.04 -0.01 0.00 -0.66
C 0.475 -4.858 -2.386 0.05 -0.07 -0.08 -0.61
C 1.242 -3.261 1.039 0.06 0.23 -0.12 0.72
C 0.465 -4.040 1.890 0.00 -0.07 0.05 -0.38
C 1.057 -4.557 3.031 -0.02 -0.06 0.05 -0.71
C 2.407 -4.324 3.289 -0.04 0.02 -0.03 -0.53
C 3.174 -3.561 2.416 0.05 0.02 -0.04 -0.70
C 2.590 -3.006 1.284 0.02 0.06 0.06 -0.35
H -2.248 -4.301 -0.389 0.06 -0.02 0.00 0.37
H -2.884 -6.482 -1.342 0.04 0.01 -0.02 0.42
H -1.393 -7.629 -2.934 0.02 0.03 0.00 0.42
H 0.752 -6.589 -3.612 -0.03 -0.01 0.01 0.42
H 1.411 -4.402 -2.694 -0.06 -0.07 0.03 0.37
H -0.577 -4.246 1.674 0.06 -0.02 0.01 0.35
H 0.470 -5.161 3.714 0.06 0.05 -0.06 0.44
H 2.864 -4.747 4.175 -0.02 0.00 -0.05 0.45
H 4.231 -3.406 2.606 -0.11 0.00 0.00 0.48
H 3.182 -2.399 0.605 -0.03 -0.06 0.06 0.41